(1)
49
Properties=species:S:1:pos:R:3:forces:R:3 method="wB97M-V/def2-TZVPD" energy_ha=-5607.49280 charge=-2 mol_weight_g_mol=586.27 homo_lumo_gap_ev="3.78 / 6.27" relative_energy_kcal_mol=45.8 spin_multiplicity=3
Ti 0.932960 0.755067 0.830902 -1.75 -0.24 -1.02
C -3.091738 -5.696125 1.872032 0.01 0.11 0.02
C -2.754625 -4.259291 2.161801 0.02 0.24 -0.30
C -2.525957 -3.803109 3.456596 -0.04 -0.12 -0.05
C -2.080960 -2.513534 3.686023 0.04 0.32 0.03
C -1.884312 -1.645432 2.622030 0.20 0.19 -0.14
C -2.172616 -2.066647 1.334626 -0.12 0.30 0.01
C -2.600537 -3.360241 1.104874 -0.09 -0.21 0.42
S -1.000240 -0.082277 2.859860 -0.31 -0.93 0.74
O 0.314247 -0.547821 3.262034 -0.61 0.24 0.03
O -1.733203 0.691328 3.848866 -0.06 -0.17 -0.42
N -0.936730 0.555636 1.413695 -1.48 -0.49 1.65
C -1.739784 1.731724 1.183060 -0.49 0.73 -0.19
C -0.811812 2.929816 0.847814 -0.97 0.40 0.09
O -1.287312 4.057327 0.754161 -0.23 0.02 0.00
O 0.407459 2.619483 0.681025 -0.06 1.19 0.00
H -3.216525 -6.263320 2.792296 -0.05 -0.08 0.05
H -2.283069 -6.149630 1.297347 0.01 -0.09 -0.01
H -4.002630 -5.778382 1.278091 -0.06 -0.05 0.00
H -2.669893 -4.478111 4.292653 0.04 -0.04 0.03
H -1.855758 -2.168379 4.683997 0.03 -0.03 0.14
H -2.026913 -1.370489 0.519303 0.07 -0.07 -0.03
H -2.774330 -3.682187 0.089363 -0.01 -0.10 -0.15
H -2.330172 1.971115 2.077971 0.06 0.13 -0.35
H -2.424837 1.578701 0.332026 0.20 0.10 0.19
S -0.214346 0.609291 -1.652525 -0.25 0.24 -0.34
C 1.453677 0.901504 -1.851116 -0.38 -0.16 0.76
C 2.103345 1.047493 -3.073591 1.19 0.19 -0.37
C 3.467504 1.322267 -3.096591 -0.71 -0.15 0.36
C 4.152190 1.411592 -1.876780 0.22 0.05 -0.28
C 3.468915 1.207602 -0.700569 -0.60 -0.01 0.11
N 2.137562 0.963333 -0.664648 2.55 0.71 -3.21
H 1.528097 0.933006 -3.980233 -0.06 0.07 -0.03
H 3.988096 1.467165 -4.035777 0.01 -0.02 -0.01
H 5.208745 1.645936 -1.848405 0.00 -0.06 0.03
H 3.963146 1.253877 0.264746 -0.03 0.01 -0.09
Br 0.283025 -2.571518 -0.934981 0.03 -0.38 -0.15
C 1.557302 -2.369020 0.476779 0.00 -0.02 -0.22
C 2.240112 -3.509867 0.814443 -0.18 0.00 -0.13
C 3.225791 -3.408390 1.832794 0.03 0.38 0.22
C 3.432641 -2.169093 2.385112 0.15 -0.26 0.00
C 2.708232 -1.054177 1.956647 0.30 0.10 0.22
N 1.700679 -1.148071 0.976327 0.70 -2.08 0.34
C 2.949677 0.271418 2.513296 1.52 -1.09 0.86
O 3.873725 0.486664 3.313374 -0.39 0.06 -0.19
O 2.159212 1.203640 2.063433 1.47 1.08 1.28
H 2.020734 -4.443746 0.323485 -0.06 0.01 -0.07
H 3.770850 -4.286975 2.140805 0.13 -0.05 0.15
H 4.157478 -2.004206 3.169692 0.05 0.05 0.01

(2)
49
Properties=species:S:1:pos:R:3:forces:R:3 method="wB97M-V/def2-TZVPD" energy_ha=-2063.02514 charge=-1 mol_weight_g_mol=566.86 homo_lumo_gap_ev=6.14 relative_energy_kcal_mol=22.6
Cd -1.006905 -0.314428 -0.789552 -1.27 0.29 -0.58
O -4.263148 -0.693484 5.516304 -1.00 0.54 0.28
C -4.719573 0.060508 4.627764 0.28 0.50 -0.93
O -5.700887 0.815568 4.491305 -0.09 -0.45 1.07
C -3.836100 0.079942 3.356747 0.87 -1.48 0.56
C -2.858492 -0.955012 3.324313 -0.56 -0.79 0.81
C -2.019477 -1.094391 2.255049 -1.59 1.75 -0.44
N -2.124095 -0.207711 1.231047 1.22 0.38 -0.49
C -2.963616 0.829813 1.279633 -1.02 -0.51 0.79
C -3.926249 0.959261 2.309776 1.00 1.17 -0.54
C -3.076070 1.802581 0.109554 -0.72 -0.86 -1.14
O -4.011434 2.602176 0.143214 1.14 0.00 -0.06
O -2.312385 1.538928 -0.903567 0.52 0.44 0.51
H -2.904462 -1.685265 4.182592 0.28 1.06 -1.03
H -1.314746 -1.861405 2.112873 0.73 -0.97 0.04
H -4.571030 1.864458 2.255075 0.29 -1.20 0.26
O 0.065862 0.359557 -3.156349 0.95 -0.37 -0.33
C 0.849673 -0.672617 -3.848849 -0.62 1.87 1.82
C 1.290133 -1.712338 -2.850938 0.43 -0.29 -1.20
C 2.156309 -2.700901 -3.338012 -0.07 -0.01 -0.06
C 2.443931 -3.739825 -2.493173 0.68 -1.69 -1.03
C 2.011000 -3.740254 -1.174256 0.18 -0.05 -0.66
C 1.281113 -2.678130 -0.770585 -0.31 1.49 0.15
N 0.885847 -1.685942 -1.598253 -0.13 0.06 0.52
H 0.670444 0.868823 -2.540295 -0.66 -0.76 -0.83
H 1.730934 -0.175917 -4.243395 0.33 -0.09 -0.22
H 0.314871 -1.099178 -4.701821 -0.38 0.13 0.45
H 2.562130 -2.672525 -4.367442 -0.51 0.01 0.72
H 2.954805 -4.633869 -2.926800 -0.17 0.90 0.65
H 2.227929 -4.524330 -0.496910 0.27 -0.64 0.45
H 1.045190 -2.495226 0.262574 -0.34 -0.34 0.31
S -3.781035 -3.033295 -3.943566 -0.19 0.08 0.01
C -3.007361 -2.244647 -2.751491 1.32 0.28 0.82
N -2.331396 -1.748706 -1.916397 -0.57 -0.25 -0.64
N 4.291040 0.678578 2.037369 0.54 -0.14 1.16
C 4.115898 1.972783 1.634310 0.43 1.10 -0.69
O 4.942750 2.858632 1.832782 -0.79 -0.91 0.01
C 2.881416 2.254271 0.799077 -0.65 2.17 0.80
C 2.354779 3.614965 0.828028 1.33 -2.03 0.00
C 1.227766 3.943356 0.117433 -0.10 0.10 -0.80
C 0.640675 2.944958 -0.676126 1.04 -2.42 0.93
N 1.114873 1.624831 -0.696407 -0.25 2.01 0.67
C 2.202255 1.312129 0.070520 -0.99 -0.07 -0.66
H 5.030897 0.574985 2.758269 -0.78 0.07 -0.88
H 3.448363 0.153974 2.233857 0.16 0.00 -0.07
H 2.926403 4.317757 1.418277 -0.14 0.15 0.01
H 0.846350 4.980805 0.077254 0.14 -0.85 0.19
H -0.291821 3.107652 -1.195284 -0.02 -0.08 -0.31
H 2.506644 0.248108 0.114476 -0.23 0.69 -0.40

(3)
54
Properties=species:S:1:pos:R:3:forces:R:3 method="wB97M-V/def2-TZVPD" energy_ha=-4197.23987 charge=+1 mol_weight_g_mol=816.56 homo_lumo_gap_ev="6.67 / 5.32" relative_energy_kcal_mol=31.4 spin_multiplicity=2
Ir 0.350076 0.808725 -0.376020 -0.42 0.77 0.81
N -1.527865 -4.431379 5.278654 0.00 -0.04 -0.01
C -1.051475 -3.312530 4.672841 0.01 0.04 -0.01
C 0.298619 -2.945105 4.817090 -0.01 0.01 0.00
C 0.782049 -1.811770 4.208925 0.02 0.02 0.07
C -0.074471 -1.019648 3.447131 0.05 -0.05 -0.20
C -1.408789 -1.373488 3.280779 -0.03 0.02 0.01
C -1.896177 -2.505842 3.893453 0.02 0.00 0.01
S 0.566699 0.363776 2.631826 0.30 -0.23 0.03
O -0.532107 1.160945 2.116210 -0.23 0.17 -0.39
O 1.583904 0.989638 3.417326 -0.08 0.00 0.03
N 1.283177 -0.171687 1.217284 0.25 -0.71 -0.38
C 2.528065 0.355037 0.938907 0.10 0.56 0.00
N 2.377999 1.207794 -0.114393 0.02 -0.25 0.13
C 3.467613 1.777049 -0.624590 0.07 0.10 -0.03
C 4.697609 1.542654 -0.041823 -0.05 0.04 -0.03
C 4.733725 0.704714 1.064300 -0.02 0.00 0.02
N 3.654363 0.100053 1.555807 0.03 -0.13 0.01
H -0.936726 -4.995177 5.859829 0.00 0.01 0.01
H -2.495251 -4.684578 5.208545 0.00 0.01 0.01
H 0.957473 -3.558758 5.417973 0.00 0.00 0.00
H 1.818848 -1.526015 4.330003 0.00 0.00 -0.01
H -2.060577 -0.751374 2.683989 0.00 -0.01 -0.02
H -2.938227 -2.776058 3.777870 0.00 0.00 0.00
H 3.341763 2.429706 -1.476348 -0.01 -0.01 -0.02
H 5.593299 2.001659 -0.430574 -0.01 0.01 0.00
H 5.668329 0.502904 1.573866 0.00 -0.02 0.00
Cl -5.641080 3.910835 -0.589072 -0.01 -0.01 0.00
C -4.408462 2.741590 -0.483024 0.09 0.15 -0.05
C -4.745883 1.401439 -0.094954 0.01 -0.17 0.04
Cl -6.372321 1.019514 0.245557 -0.01 0.01 0.00
C -3.781227 0.430315 0.000430 -0.09 0.12 0.00
Cl -4.126437 -1.181158 0.446300 0.00 -0.05 0.01
C -2.435830 0.770511 -0.277545 0.04 0.04 -0.15
O -1.474414 -0.070883 -0.252412 -0.05 0.07 -0.03
C -2.103065 2.117762 -0.659304 0.06 0.02 -0.03
O -0.859734 2.362150 -0.915642 0.14 0.06 -0.10
C -3.107471 3.094158 -0.768145 -0.14 -0.10 0.06
Cl -2.658914 4.675569 -1.240212 0.03 0.05 -0.02
C 1.427123 -2.178085 -5.421975 0.02 0.00 -0.01
C 0.237611 -1.218347 -5.366273 -0.02 0.01 -0.01
C 0.443135 -0.147209 -4.345154 0.02 0.01 0.00
N 0.266429 -0.309307 -3.086222 0.12 -0.23 0.02
N 0.591788 0.803982 -2.369985 -0.10 -0.26 0.34
C 0.962874 1.842366 -3.091112 -0.19 0.01 -0.17
N 1.251515 3.065026 -2.602474 0.20 -0.07 0.07
S 1.018625 1.447964 -4.764720 -0.02 0.00 0.04
H 1.252503 -2.946635 -6.172617 0.00 0.00 0.00
H 1.570814 -2.663443 -4.457854 0.00 0.00 0.00
H 2.346286 -1.653010 -5.684225 0.00 0.00 0.00
H -0.673591 -1.752467 -5.095857 0.01 -0.01 0.01
H 0.067595 -0.759979 -6.341475 -0.01 0.00 0.00
H 0.875564 3.282852 -1.689971 -0.12 0.07 -0.04
H 1.294638 3.833251 -3.250921 0.01 0.00 -0.01

(4)
47
Properties=species:S:1:pos:R:3:forces:R:3 method="wB97M-V/def2-TZVPD" energy_ha=-3328.76861 charge=-1 mol_weight_g_mol=606.48 homo_lumo_gap_ev=7.17 relative_energy_kcal_mol=39.8
Pd -1.680266 0.102238 0.895232 -1.85 0.72 2.23
O -4.889384 -2.088566 0.659570 -0.02 0.05 0.33
S -3.732060 -1.246060 0.679149 0.36 -0.56 -0.51
O -3.648077 -0.235411 -0.395384 -0.37 -0.35 -0.35
O -2.412829 -2.030900 0.632414 -0.07 0.29 -0.30
O -3.525553 -0.453728 1.972663 0.64 0.13 -0.69
C -0.904662 0.174717 2.886510 0.15 -0.61 -1.67
C -0.291387 -1.144421 2.867762 0.23 0.15 0.64
C 1.033603 -1.302965 2.442827 0.01 0.01 -0.01
C 1.617924 -2.554846 2.445395 -0.04 -0.03 0.01
C 0.889947 -3.658022 2.880580 0.06 -0.01 -0.02
C -0.421118 -3.509980 3.311081 -0.04 0.04 0.00
C -1.012182 -2.258830 3.304629 -0.04 -0.08 -0.04
H -0.273943 1.040017 2.740432 0.13 0.00 0.49
H -1.864192 0.300619 3.364393 0.18 0.09 0.38
H 1.578678 -0.438292 2.087120 0.00 -0.02 -0.02
H 2.636997 -2.675674 2.100729 0.00 0.00 0.00
H 1.347653 -4.640032 2.875668 0.00 0.01 0.00
H -0.988991 -4.372827 3.633778 0.00 0.00 0.00
H -2.045357 -2.128824 3.600250 0.00 -0.02 -0.01
O 0.107401 0.373846 0.155257 0.42 0.01 -0.09
C 0.439395 0.858749 -1.114968 -0.18 -0.13 -0.21
C -0.084493 -0.053051 -2.228735 0.01 0.07 -0.03
C -0.953651 -1.093033 -2.125607 0.00 -0.01 0.00
C -1.213490 -1.727946 -3.374748 0.02 -0.01 0.02
C -0.512624 -1.177858 -4.399293 -0.01 0.00 -0.01
S 0.466824 0.117461 -3.860421 0.05 0.05 0.00
C 1.964998 0.815230 -1.163162 0.02 -0.03 0.10
C 2.863910 1.817551 -1.365465 0.04 -0.01 -0.02
C 4.214156 1.359697 -1.361128 -0.02 0.02 -0.01
C 4.303949 0.018524 -1.152723 0.04 0.02 -0.02
S 2.763420 -0.695100 -0.954906 -0.06 -0.06 0.02
C 0.000347 2.308017 -1.302621 0.01 -0.02 0.17
C 0.077977 3.249943 -0.323725 0.14 0.09 -0.03
C -0.323948 4.542054 -0.750850 0.00 -0.02 0.01
C -0.697223 4.554379 -2.060018 -0.01 0.03 0.02
S -0.574046 3.004784 -2.765717 -0.05 -0.08 -0.05
H -1.399544 -1.431669 -1.202549 -0.03 0.01 -0.01
H -1.901577 -2.553710 -3.486727 0.02 0.00 0.00
H -0.520022 -1.449643 -5.443223 -0.01 -0.02 0.03
H 2.569384 2.846292 -1.515900 0.00 -0.02 -0.01
H 5.069897 2.004036 -1.508118 -0.01 -0.01 0.00
H 5.193966 -0.590013 -1.111741 0.00 0.03 0.03
H 0.410602 3.012301 0.674709 -0.03 -0.01 0.00
H -0.350781 5.410384 -0.107206 0.00 -0.01 -0.02
H -1.057570 5.385415 -2.645886 -0.01 -0.01 0.03
Cl -2.272063 2.215140 1.510679 0.34 0.31 -0.37